{"formula": "C7H8N", "method": "ωB97M-V/def2-TZVPD", "elements": ["C", "C", "C", "C", "C", "C", "C", "N", "H", "H", "H", "H", "H", "H", "H", "H"], "coordinates": [[0.798574, -0.034445, -1.980387], [-0.242165, 0.473451, -2.822933], [1.513892, -0.306029, -0.804763], [0.955272, 0.146170, 0.561002], [-1.713138, -0.351770, -0.008230], [-1.247893, 0.831294, -0.652456], [-0.523924, 0.480749, 0.540100], [0.860702, -0.099779, -3.294473], [1.479947, -1.487556, -0.797821], [2.602441, 0.125377, -0.867291], [1.295229, -0.510398, 1.362493], [1.358898, 1.161642, 0.720674], [-2.772655, -0.282954, 0.198058], [-1.489528, -1.125579, -0.669099], [-1.490867, 1.914779, -1.038393], [-0.580165, 1.152199, 1.376498]], "forces_ev_per_a": [[-0.40, 0.91, -2.24], [-1.93, 0.60, 1.15], [2.40, -2.37, 2.00], [0.42, 0.78, -1.30], [-0.43, 1.44, -0.45], [0.42, 4.56, -0.51], [0.13, -0.98, -0.16], [1.16, -0.49, 0.74], [0.77, 1.96, -0.13], [-1.78, -1.38, -0.24], [-0.31, 0.10, -0.08], [0.23, -0.54, 0.28], [-0.09, -0.27, 0.76], [0.57, -2.09, -0.42], [0.04, -2.72, 0.40], [-1.20, 0.49, 0.19]], "total_charge": 1, "homo_lumo_gap_ev": 7.76, "lumo_energy_ev": -6.3673, "spin_multiplicity": 1, "homo_ev": -14.1, "energy_ev": -8863.45610}



{"formula": "C6H12O", "method": "ωB97M-V/def2-TZVPD", "elements": ["C", "C", "O", "C", "C", "C", "C", "H", "H", "H", "H", "H", "H", "H", "H", "H", "H", "H", "H"], "coordinates": [[-1.517881, 2.050671, 1.740652], [-0.225469, 1.560802, 1.118400], [-0.388148, 0.208077, 0.773474], [0.801470, -0.415638, 0.334180], [0.461228, -1.499694, -0.651984], [1.313057, -1.670986, -1.879895], [-0.057175, -1.065174, -1.990159], [-1.437765, 3.102828, 2.033632], [-2.348538, 1.942831, 1.035158], [-1.743041, 1.459137, 2.632241], [0.615083, 1.693345, 1.819957], [0.010194, 2.149823, 0.215659], [1.455752, 0.315358, -0.166843], [1.364797, -0.819485, 1.192667], [0.022854, -2.397815, -0.222904], [2.167446, -1.008398, -1.997332], [1.476067, -2.669276, -2.275378], [-0.132390, 0.003958, -2.169084], [-0.851587, -1.643671, -2.451622]], "forces_ev_per_a": [[-0.02, -0.01, 0.05], [0.01, 0.39, 0.07], [-0.02, -0.19, 0.03], [0.24, -0.08, -0.19], [-0.09, -0.07, 0.12], [0.19, -0.02, -0.09], [-0.15, 0.03, -0.12], [0.01, -0.15, -0.08], [0.14, 0.02, 0.11], [-0.02, 0.08, -0.09], [-0.12, -0.08, -0.06], [0.03, -0.08, 0.10], [-0.11, 0.00, 0.04], [-0.13, 0.10, -0.12], [0.06, 0.13, -0.09], [-0.14, -0.10, 0.04], [-0.08, 0.14, 0.12], [0.05, -0.14, 0.06], [0.16, 0.04, 0.08]], "total_charge": 0, "smiles": "CCOCC1CC1", "homo_lumo_gap_ev": 10.88, "lumo_energy_ev": 1.1910, "spin_multiplicity": 1, "homo_ev": -9.7, "energy_ev": -8462.83472}



{"formula": "C5H6ClF3O3S", "method": "ωB97M-V/def2-TZVPD", "elements": ["O", "S", "O", "C", "C", "O", "C", "C", "Cl", "C", "F", "F", "F", "H", "H", "H", "H", "H", "H"], "coordinates": [[1.526697, -0.655062, 2.212712], [1.361043, 0.227419, 1.021940], [1.525508, 1.661164, 1.420028], [-0.167888, -0.068564, 0.037822], [-0.655453, 1.035279, -1.022476], [-1.838943, 0.390229, -1.553166], [-2.442740, -0.506836, -0.555538], [-1.571924, -0.250407, 0.788871], [-1.532278, -1.579478, 2.035285], [2.799813, -0.192822, -0.140775], [3.714949, 0.846133, -0.254321], [2.262844, -0.428176, -1.431911], [3.437108, -1.337285, 0.315421], [-0.021609, -1.102221, -0.420768], [0.204378, 1.247692, -1.726568], [-0.911815, 2.001610, -0.467300], [-3.568984, -0.503129, -0.458817], [-2.123378, -1.528100, -0.971234], [-1.997327, 0.742554, 1.170794]], "forces_ev_per_a": [[-0.73, 0.92, -3.50], [0.68, 2.30, 5.35], [-0.75, -2.80, -2.20], [-1.34, -0.53, -0.05], [0.91, -0.59, 1.49], [0.03, 0.81, 0.64], [2.09, -1.86, -0.01], [-0.25, 0.80, -1.07], [-0.48, 1.10, -1.16], [1.35, -0.56, -1.74], [-2.04, -2.36, 0.42], [1.24, 0.30, 2.43], [-1.26, 2.51, -1.20], [0.20, 1.47, 0.23], [-1.62, -0.41, 0.10], [0.38, -1.27, -0.72], [1.41, 0.71, -0.14], [-0.87, 1.02, 0.93], [1.04, -1.56, 0.19]], "total_charge": 0, "smiles": "O=S(=O)([C@@H]1COC[C@H]1Cl)C(F)(F)F", "homo_lumo_gap_ev": 11.41, "lumo_energy_ev": 0.5755, "spin_multiplicity": 1, "homo_ev": -10.8, "energy_ev": -42931.61059}



{"formula": "C71H69N2O3P3Pd", "method": "ωB97M-V/def2-TZVPD", "elements": ["C", "C", "O", "C", "C", "P", "C", "C", "C", "C", "C", "C", "C", "C", "C", "C", "C", "C", "O", "O", "H", "H", "H", "H", "H", "H", "H", "H", "H", "H", "H", "H", "H", "H", "H", "H", "C", "N", "C", "C", "C", "C", "C", "C", "C", "C", "C", "C", "C", "C", "N", "C", "C", "C", "C", "Pd", "P", "C", "C", "C", "C", "C", "C", "C", "C", "C", "C", "C", "C", "C", "C", "C", "C", "C", "C", "P", "C", "C", "C", "C", "C", "C", "C", "C", "C", "C", "C", "C", "C", "C", "C", "C", "C", "C", "C", "C", "H", "H", "H", "H", "H", "H", "H", "H", "H", "H", "H", "H", "H", "H", "H", "H", "H", "H", "H", "H", "H", "H", "H", "H", "H", "H", "H", "H", "H", "H", "H", "H", "H", "H", "H", "H", "H", "H", "H", "H", "H", "H", "H", "H", "H", "H", "H", "H", "H", "H", "H", "H", "H"], "coordinates": [[-0.921709, -3.749804, -4.757463], [-1.230923, -2.961072, -3.512391], [0.006082, -2.701495, -2.816289], [-0.241903, -2.061462, -1.627849], [0.801806, -1.895454, -0.634793], [0.249687, -1.145885, 0.870302], [-1.432385, -1.688846, 1.377930], [-1.926695, -2.960943, 1.084350], [-3.187338, -3.368074, 1.542577], [-3.976955, -2.512893, 2.309796], [-3.505648, -1.225892, 2.578528], [-2.259519, -0.809215, 2.090458], [1.204164, -1.758783, 2.335222], [1.149458, -3.102855, 2.731219], [1.743770, -3.523757, 3.928147], [2.401848, -2.605238, 4.747038], [2.458118, -1.264104, 4.362495], [1.861875, -0.838590, 3.169766], [0.316588, 0.362247, 0.813406], [-1.401164, -1.660666, -1.419324], [-1.857103, -4.089910, -5.204955], [-0.415154, -3.131148, -5.501294], [-0.315813, -4.634235, -4.542366], [-1.740971, -2.023160, -3.766108], [-1.924425, -3.527373, -2.880354], [1.830808, -1.852902, -0.953272], [-1.332312, -3.636802, 0.473774], [-3.541198, -4.367306, 1.296625], [-4.944355, -2.842706, 2.690210], [-4.114426, -0.542554, 3.167392], [-1.917706, 0.212322, 2.255973], [0.618234, -3.824179, 2.110825], [1.677935, -4.572594, 4.216650], [2.860431, -2.930841, 5.678512], [2.957115, -0.536859, 5.000158], [1.874915, 0.216072, 2.886869], [9.522731, -0.306138, -9.714502], [8.778052, -1.396438, -9.125601], [8.631686, -2.609814, -9.916096], [8.202241, -1.264750, -7.897203], [7.642111, -2.403127, -7.233554], [6.926062, -2.257536, -6.062034], [6.794580, -0.978981, -5.446537], [5.981372, -0.746114, -4.258029], [5.184698, -1.688226, -3.564911], [4.708549, -1.587212, -2.247132], [5.404835, -0.817120, -1.272532], [4.777541, -0.428403, -0.049934], [5.313804, 0.573408, 0.739195], [6.470082, 1.299335, 0.328271], [6.806858, 2.499738, 0.884795], [7.870888, 3.289786, 0.291826], [5.945588, 3.207554, 1.817736], [7.216889, 0.746150, -0.756819], [6.709061, -0.293627, -1.511722], [5.009553, 0.488250, -6.033556], [3.669758, -0.829724, -7.331446], [1.936476, -0.551734, -6.901037], [1.048509, 0.148729, -7.738935], [-0.148663, 0.663742, -7.239896], [-0.461133, 0.516722, -5.886499], [0.373835, -0.235412, -5.054989], [1.533239, -0.808024, -5.571452], [4.041014, -0.156111, -8.948593], [3.196278, -0.541520, -9.999093], [3.435681, -0.060884, -11.283864], [4.527547, 0.779603, -11.522409], [5.407490, 1.119455, -10.491397], [5.178964, 0.626733, -9.208574], [4.044543, -2.603591, -7.507894], [4.787835, -3.086592, -8.602900], [5.248859, -4.400952, -8.627413], [4.953560, -5.270589, -7.574984], [4.167205, -4.823646, -6.510577], [3.679375, -3.514070, -6.496271], [4.724567, 2.562613, -5.089103], [6.155844, 3.646257, -5.253628], [6.368804, 4.356558, -6.452470], [7.588042, 4.982237, -6.709807], [8.601152, 4.951401, -5.746533], [8.394792, 4.285317, -4.531124], [7.182013, 3.633889, -4.282359], [3.399753, 3.273438, -6.081797], [2.183571, 3.663415, -5.496390], [1.098340, 3.984865, -6.312397], [1.220968, 3.930112, -7.704639], [2.432299, 3.554998, -8.295968], [3.519482, 3.246859, -7.482874], [4.201552, 2.625128, -3.355649], [4.544975, 3.680376, -2.491558], [4.096133, 3.687036, -1.169259], [3.246538, 2.677991, -0.717349], [2.864781, 1.646348, -1.573520], [3.347673, 1.610377, -2.879158], [7.480095, 0.140380, -6.028823], [8.157258, -0.010408, -7.236397], [8.882701, 0.419989, -10.255386], [10.066158, 0.245130, -8.926544], [10.230571, -0.772586, -10.423023], [7.610761, -3.034832, -9.846913], [8.874801, -2.374546, -10.967938], [9.330799, -3.382591, -9.542427], [7.844506, -3.410385, -7.618170], [6.488278, -3.122186, -5.555363], [6.235641, 0.193319, -3.771059], [4.862074, -2.525557, -4.172093], [3.766643, -2.054810, -1.964540], [3.823337, -0.895335, 0.217688], [4.820233, 0.855602, 1.667859], [7.669363, 3.534282, -0.764904], [7.955459, 4.208982, 0.872277], [8.826251, 2.759517, 0.361646], [5.519310, 2.531841, 2.560416], [6.569807, 3.929710, 2.342665], [5.132447, 3.740811, 1.311732], [8.195554, 1.143790, -1.040117], [7.301492, -0.676348, -2.350458], [1.272612, 0.315106, -8.788755], [-0.831070, 1.208425, -7.900427], [-1.346667, 0.991550, -5.459157], [0.136929, -0.373719, -3.994169], [2.148014, -1.419638, -4.911929], [2.352910, -1.206985, -9.814279], [2.780508, -0.354609, -12.103188], [4.717725, 1.169633, -12.519366], [6.272752, 1.766868, -10.663080], [5.886043, 0.849704, -8.400535], [4.996754, -2.439642, -9.453988], [5.848537, -4.750713, -9.470857], [5.339539, -6.290687, -7.582834], [3.916794, -5.499664, -5.689401], [3.000229, -3.196550, -5.703742], [5.579224, 4.440095, -7.193517], [7.735011, 5.508707, -7.659235], [9.552131, 5.449956, -5.947066], [9.184415, 4.262692, -3.775567], [7.025888, 3.140251, -3.319486], [2.084769, 3.707855, -4.410627], [0.143827, 4.263468, -5.856390], [0.361118, 4.152445, -8.338397], [2.535880, 3.489475, -9.383262], [4.463990, 2.964002, -7.950166], [5.151442, 4.510592, -2.849934], [4.385576, 4.503741, -0.504414], [2.891427, 2.674202, 0.312843], [2.203506, 0.862361, -1.205481], [3.052325, 0.791372, -3.538560], [7.550214, 1.089593, -5.492252], [8.689987, 0.847789, -7.640818]], "forces_ev_per_a": [[0.11, -0.04, -0.28], [-0.01, -0.12, -0.23], [-0.15, -0.13, -0.14], [-0.46, 1.13, 1.94], [-1.35, -0.67, -0.52], [0.22, 1.18, -1.11], [-0.38, -0.21, -0.15], [-0.39, -0.15, 0.31], [0.40, 0.06, -0.09], [0.34, 0.20, -0.05], [0.18, -0.12, -0.21], [0.12, -0.12, 0.08], [0.14, -0.02, 0.18], [0.24, 0.10, 0.27], [-0.12, 0.16, -0.33], [-0.11, 0.14, -0.29], [-0.07, -0.07, -0.18], [-0.07, -0.31, -0.07], [0.16, -0.33, 0.73], [0.57, -0.36, -0.38], [-0.03, 0.00, -0.01], [0.13, -0.08, 0.01], [0.00, 0.11, 0.02], [0.18, -0.14, 0.13], [0.27, 0.17, 0.10], [0.26, -0.31, 0.29], [-0.07, 0.09, 0.10], [0.03, 0.16, 0.04], [0.23, 0.10, -0.12], [0.12, -0.06, -0.15], [-0.02, -0.24, 0.02], [0.14, 0.15, 0.11], [0.04, 0.24, -0.04], [-0.09, 0.07, -0.16], [-0.07, -0.12, -0.08], [-0.07, -0.29, 0.01], [0.26, 0.03, -0.14], [-0.31, 0.07, 0.09], [0.16, -0.33, 0.19], [-0.31, 0.00, 0.31], [0.10, -0.07, 0.28], [0.40, 0.40, -0.07], [-0.17, 0.09, 0.11], [0.90, 0.23, -0.11], [-0.52, 0.04, -0.06], [1.09, 0.61, -0.82], [-0.02, 0.43, 0.37], [0.35, 0.14, -0.10], [-0.10, -0.19, 0.00], [-0.37, -0.01, -0.48], [0.08, -0.44, -0.17], [0.09, -0.10, 0.01], [0.00, -0.20, 0.19], [0.12, -0.04, -0.15], [-0.20, 0.21, 0.15], [0.44, -0.44, 0.87], [0.70, -0.02, 0.86], [-1.06, 0.07, -0.18], [-0.03, -0.09, 0.24], [-0.07, -0.03, 0.38], [0.09, 0.02, -0.02], [-0.02, -0.13, -0.08], [0.07, 0.33, -0.22], [-0.46, -0.45, -1.02], [0.38, 0.54, -0.47], [0.14, 0.02, -0.07], [0.13, 0.06, 0.09], [-0.14, -0.18, 0.08], [-0.34, -0.09, 0.16], [-0.42, -0.82, -0.48], [-0.15, 0.00, 0.28], [-0.16, -0.12, 0.20], [0.16, 0.18, 0.04], [-0.18, 0.12, -0.09], [0.28, 0.09, -0.24], [-0.10, -0.65, 0.05], [0.72, 0.67, -0.01], [0.26, -0.01, 0.28], [0.03, 0.00, 0.33], [0.01, -0.11, 0.00], [-0.19, 0.01, -0.24], [0.06, 0.16, -0.43], [-0.73, 0.60, -0.09], [0.22, -0.01, -0.38], [-0.01, 0.02, -0.26], [-0.02, -0.13, 0.08], [0.04, 0.16, 0.30], [-0.32, -0.05, -0.01], [-0.34, 0.39, 0.55], [-0.15, -0.18, 0.01], [-0.16, -0.05, -0.23], [0.15, 0.03, -0.02], [0.02, 0.05, -0.05], [0.22, 0.18, -0.02], [0.11, -0.72, 0.10], [0.03, -0.12, 0.19], [0.18, -0.31, 0.17], [-0.01, -0.33, -0.54], [-0.16, 0.59, 0.32], [0.45, 0.41, -0.10], [-0.22, -0.22, 0.55], [-0.21, 0.14, -0.34], [-0.31, 0.55, 0.07], [0.20, 0.21, -0.33], [-0.35, -0.15, 0.04], [-0.40, -0.01, 0.03], [0.30, -0.33, 0.00], [0.31, 0.22, 0.03], [-0.07, -0.10, -0.38], [0.03, -0.04, 0.27], [0.08, -0.05, -0.24], [-0.06, 0.10, -0.10], [0.06, 0.10, -0.08], [-0.17, -0.02, 0.09], [0.10, -0.13, 0.09], [-0.39, -0.08, 0.24], [-0.15, 0.04, 0.65], [0.09, 0.08, 0.29], [0.32, -0.19, 0.22], [0.20, -0.19, -0.21], [0.01, -0.02, -0.45], [0.02, 0.31, -0.04], [0.25, 0.12, -0.04], [0.15, 0.12, 0.15], [-0.13, -0.11, 0.11], [-0.32, -0.26, -0.09], [-0.36, -0.04, -0.25], [0.08, -0.05, 0.29], [-0.23, 0.08, 0.20], [-0.14, 0.26, 0.00], [0.02, 0.19, -0.30], [0.30, -0.11, -0.09], [0.19, -0.06, 0.21], [-0.03, -0.17, 0.42], [-0.28, -0.17, 0.11], [-0.26, 0.06, -0.25], [0.06, 0.00, -0.36], [0.01, -0.09, -0.31], [0.35, -0.08, -0.18], [0.21, -0.03, 0.21], [-0.08, 0.08, 0.38], [-0.35, -0.16, 0.15], [-0.09, -0.20, 0.05], [-0.12, -0.19, -0.26], [-0.02, 0.00, -0.24], [-0.03, 0.15, -0.04], [0.12, 0.19, 0.07], [-0.02, -0.29, -0.11], [-0.27, -0.18, 0.05]], "total_charge": 0, "homo_lumo_gap_ev": 4.01, "lumo_energy_ev": -1.8212, "spin_multiplicity": 1, "homo_ev": -5.8, "energy_ev": -115214.48058}